Model i:
A cluster of 7 separate species, C28H56O7 in total, computed with ωB97M-V/def2-TZVPD.

Structure (ORCA input):
```
! RIJCOSX wB97M-V def2-TZVPD def2/J DEFGRID3
* xyz 0 1
O -8.114 -14.245 18.007
O -3.913 -13.047 14.682
O -10.029 -3.174 17.401
O -5.371 -7.660 10.550
O -6.113 -3.546 13.725
O -7.544 -9.631 14.591
O -10.740 -5.027 11.742
C -11.120 -2.924 16.516
C -8.215 -9.046 15.731
C -8.998 -3.978 16.774
C -3.968 -11.778 12.686
C -9.601 -7.013 11.002
C -6.258 -6.279 8.795
C -7.647 -7.602 15.817
C -2.547 -13.089 14.107
C -11.132 -7.257 11.071
C -4.196 -2.093 13.731
C -4.702 -3.560 13.865
C -5.848 -6.323 10.258
C -7.631 -13.027 18.484
C -9.428 -4.172 15.335
C -5.880 -8.628 9.564
C -6.416 -7.717 8.372
C -6.625 -2.157 13.578
C -5.929 -13.974 16.970
C -6.701 -8.598 13.952
C -2.909 -12.823 12.667
C -7.261 -7.239 14.411
C -6.194 -12.981 17.977
C -6.999 -14.985 17.494
C -9.578 -5.474 11.118
C -10.450 -3.084 15.168
C -4.663 -12.025 14.007
C -11.760 -6.025 11.783
C -5.375 -1.427 13.069
H -8.192 -7.099 13.862
H -2.123 -14.048 14.405
H -9.847 -5.165 15.177
H -10.029 -2.159 14.775
H -9.242 -7.405 10.050
H -5.249 -1.477 11.988
H -12.026 -6.126 12.835
H -7.473 -2.236 12.898
H -5.583 -13.058 18.876
H -11.129 -3.381 14.368
H -8.804 -4.959 17.207
H -6.991 -1.718 14.506
H -8.064 -3.464 16.999
H -3.403 -10.852 12.580
H -6.627 -6.359 14.296
H -6.287 -13.581 16.019
H -6.731 -9.140 10.012
H -3.391 -13.731 12.304
H -5.556 -5.781 8.126
H -4.082 -1.810 14.777
H -5.713 -12.314 13.962
H -11.950 -3.628 16.571
H -7.651 -13.062 19.573
H -7.181 -5.724 8.628
H -8.204 -9.550 16.698
H -11.452 -7.284 10.029
H -8.540 -4.180 14.703
H -1.922 -12.339 14.591
H -7.470 -7.966 8.252
H -9.268 -8.923 15.480
H -8.083 -12.129 18.062
H -9.545 -5.093 10.098
H -5.994 -7.847 7.376
H -5.369 -0.362 13.303
H -6.747 -6.075 10.822
H -5.738 -8.859 14.390
H -6.512 -15.558 18.283
H -8.467 -7.009 16.222
H -4.683 -11.163 14.673
H -4.432 -4.020 12.915
H -3.231 -2.007 13.231
H -11.332 -8.198 11.582
H -1.985 -12.647 12.115
H -12.752 -5.840 11.371
H -6.818 -7.546 16.523
H -6.832 -8.611 12.870
H -5.129 -5.590 10.624
H -7.224 -15.671 16.677
H -6.017 -11.970 17.610
H -11.416 -1.899 16.738
H -9.095 -7.588 11.777
H -5.211 -9.369 9.124
H -4.525 -12.001 11.776
H -4.950 -14.343 16.666
H -8.681 -5.058 11.577
H -4.353 -4.210 14.667
*
```

Kohn-Sham gap, eV: 9.948
SMILES: C1CCOC1.C1CCOC1.C1CCOC1.C1CCOC1.C1CCOC1.C1CCOC1.C1CCOC1
Lowest unoccupied orbital energy, eV: 0.62
HOMO level, Eh: -0.34278

Formally, the Löwdin partial charges of the atoms, in units of the elementary charge, are as follows: -0.12 -0.18 -0.14 -0.16 -0.19 -0.16 -0.13 -0.19 -0.18 -0.18 -0.17 -0.15 -0.18 -0.19 -0.15 -0.14 -0.16 -0.21 -0.18 -0.21 -0.18 -0.13 -0.16 -0.14 -0.17 -0.15 -0.21 -0.16 -0.23 -0.18 -0.23 -0.18 -0.20 -0.18 -0.18 0.10 0.12 0.11 0.11 0.10 0.11 0.11 0.11 0.11 0.10 0.09 0.11 0.12 0.12 0.11 0.10 0.10 0.12 0.11 0.11 0.12 0.12 0.12 0.10 0.11 0.11 0.10 0.11 0.09 0.11 0.11 0.11 0.10 0.11 0.09 0.11 0.11 0.09 0.11 0.10 0.11 0.11 0.12 0.11 0.11 0.10 0.11 0.12 0.11 0.12 0.09 0.11 0.11 0.12 0.11 0.12

---

Model ii:
A cluster of 7 separate species, C28H56O7 in total, computed with ωB97M-V/def2-TZVPD.

Structure (ORCA input):
```
! RIJCOSX wB97M-V def2-TZVPD def2/J DEFGRID3
* xyz 0 1
O 1.689 -1.742 8.945
O 0.645 -0.873 -1.757
O 8.825 -0.034 -0.772
O -3.141 -8.098 -0.232
O -3.336 6.612 4.178
O 3.926 3.539 -8.071
O -8.098 -0.028 -2.335
C 0.630 -2.074 -0.952
C -7.011 0.930 -2.404
C -3.899 -9.598 1.408
C -4.722 6.180 4.081
C 3.853 2.197 -8.450
C 4.478 3.458 -10.414
C 8.866 -1.329 -2.730
C -2.622 -9.352 -0.766
C 2.848 0.247 9.041
C 8.128 -1.024 -1.478
C -3.557 -10.322 0.036
C -4.429 8.417 3.110
C 1.409 0.579 8.614
C 10.232 -0.071 -1.107
C -3.495 -8.090 1.117
C 0.685 -0.742 8.676
C -0.379 -1.746 0.113
C -3.070 7.765 3.349
C -0.171 -0.277 0.340
C 4.628 2.127 -9.695
C -0.007 0.243 -1.079
C -8.520 1.484 -0.529
C -7.300 1.887 -1.345
C 2.675 -1.105 9.806
C -5.458 7.286 3.275
C 10.343 -1.171 -2.168
C -8.611 -0.014 -0.936
C 4.454 4.313 -9.174
H 0.694 1.070 -0.960
H -7.456 2.818 -1.890
H 3.565 3.535 -11.005
H -4.474 8.813 2.096
H -0.030 -0.759 9.498
H 4.237 1.267 -10.238
H -7.925 -0.655 -0.383
H -5.698 6.785 2.338
H 0.697 -0.167 0.990
H -1.027 0.123 0.884
H 3.798 5.172 -9.314
H -6.169 0.307 -2.101
H 5.687 1.963 -9.499
H 3.547 -1.756 9.862
H -5.224 6.072 5.042
H -9.609 -0.429 -0.798
H -4.842 5.209 3.599
H -4.680 9.170 3.858
H 1.652 -2.242 -0.612
H -2.734 -7.767 1.827
H 0.958 1.239 9.355
H -3.170 -11.313 0.272
H 4.157 1.586 -7.600
H -0.080 -2.287 1.010
H -8.458 1.801 0.512
H -4.315 -7.372 1.122
H -6.497 2.093 -0.636
H 2.300 -1.026 10.826
H -6.349 7.685 3.760
H -1.385 -1.940 -0.258
H 10.936 -0.781 -2.994
H -3.364 -10.014 2.262
H 5.186 3.723 -11.199
H 8.696 -0.557 -3.480
H 10.807 -2.103 -1.845
H 8.741 -2.348 -3.097
H 7.126 -0.686 -1.744
H -2.679 -9.361 -1.855
H 5.427 4.677 -8.842
H 0.255 -2.926 -1.519
H -1.598 -9.534 -0.438
H 10.423 0.839 -1.676
H -0.967 0.480 -1.537
H 2.821 2.016 -8.751
H 3.483 0.167 8.158
H -2.635 7.363 2.434
H 1.382 1.068 7.640
H 0.130 -1.089 7.804
H -6.878 1.214 -3.448
H -4.969 -9.703 1.585
H -4.517 -10.552 -0.427
H -9.255 2.228 -0.836
H 10.855 -0.145 -0.215
H 3.146 1.029 9.740
H 8.131 -1.932 -0.876
H -2.342 8.357 3.904
*
```

Kohn-Sham gap, eV: 9.898
SMILES: C1CCOC1.C1CCOC1.C1CCOC1.C1CCOC1.C1CCOC1.C1CCOC1.C1CCOC1
Lowest unoccupied orbital energy, eV: 0.59
HOMO level, Eh: -0.34217

Formally, the Löwdin partial charges of the atoms, in units of the elementary charge, are as follows: -0.17 -0.16 -0.14 -0.18 -0.16 -0.13 -0.17 -0.20 -0.21 -0.13 -0.18 -0.25 -0.16 -0.15 -0.14 -0.15 -0.26 -0.16 -0.17 -0.18 -0.18 -0.21 -0.21 -0.20 -0.19 -0.20 -0.21 -0.17 -0.15 -0.22 -0.17 -0.16 -0.16 -0.14 -0.20 0.11 0.11 0.11 0.11 0.11 0.12 0.11 0.10 0.12 0.11 0.11 0.11 0.12 0.11 0.10 0.11 0.10 0.11 0.12 0.10 0.11 0.09 0.13 0.12 0.10 0.11 0.11 0.11 0.10 0.12 0.10 0.09 0.11 0.11 0.10 0.11 0.12 0.12 0.12 0.12 0.11 0.11 0.12 0.12 0.11 0.11 0.11 0.12 0.13 0.09 0.10 0.10 0.12 0.10 0.12 0.12

---

It turns out model i is the most stable, with the second structure 0.0071 hartree higher.

---

Model i:
A cluster of 3 separate species, C4H15NO3 in total, computed with ωB97M-V/def2-TZVPD.

Structure (ORCA input):
```
! RIJCOSX wB97M-V def2-TZVPD def2/J DEFGRID3
* xyz 0 1
O 1.638 -3.648 1.784
O 1.627 -0.386 -1.183
O 0.264 -0.294 2.739
N 0.126 1.326 -0.226
C -1.374 0.984 -0.498
C 1.177 1.015 -1.177
C -1.997 -0.366 -0.685
C -1.713 2.139 -1.478
H 1.140 -2.929 2.154
H 0.701 0.366 3.159
H -2.714 -0.716 0.114
H -1.254 -1.173 -0.636
H 2.172 1.417 -0.770
H -2.616 -0.538 -1.587
H -1.671 1.201 0.655
H 2.169 -3.250 1.162
H 0.972 1.309 -2.356
H -2.785 2.378 -1.577
H -1.235 3.115 -1.327
H 0.337 0.938 0.719
H -0.681 -0.370 2.736
H -1.463 1.812 -2.551
H 1.261 -0.847 -2.008
*
```

Kohn-Sham gap, eV: 9.708
SMILES: CC(C)NCO.O.O
Lowest unoccupied orbital energy, eV: 0.48
HOMO level, Eh: -0.33929

Formally, the Löwdin partial charges of the atoms, in units of the elementary charge, are as follows: -0.01 -0.15 0.01 -0.06 -0.40 -0.29 -0.10 -0.10 0.01 -0.01 0.08 0.07 0.12 0.08 0.15 -0.02 0.16 0.07 0.07 0.08 0.04 0.09 0.10

---

Model ii:
A cluster of 4 separate species, C4H15NO3 in total, computed with ωB97M-V/def2-TZVPD.

Structure (ORCA input):
```
! RIJCOSX wB97M-V def2-TZVPD def2/J DEFGRID3
* xyz 0 1
O 2.160 -0.612 -2.877
O -0.574 -0.485 2.818
O 2.281 -1.123 2.667
N -2.336 0.198 -0.548
C -2.765 -0.843 -1.116
C 1.199 1.531 -0.334
C 0.000 0.588 -0.160
C -1.146 0.867 -1.097
H -0.927 -0.158 3.659
H -0.907 0.597 -2.133
H -3.583 -1.339 -0.596
H 1.656 0.028 -3.385
H -1.347 -0.264 2.274
H 0.447 -0.411 -0.187
H 1.509 1.495 -1.384
H 2.043 1.260 0.269
H 1.460 -1.055 2.173
H -1.417 1.926 -1.043
H 0.944 2.575 -0.147
H -2.469 -1.266 -2.079
H -0.380 0.670 0.851
H 2.189 -0.281 -1.974
H 2.175 -0.613 3.473
*
```

Kohn-Sham gap, eV: 10.744
SMILES: C=NCCC.O.O.O
Lowest unoccupied orbital energy, eV: 0.61
HOMO level, Eh: -0.37236

Formally, the Löwdin partial charges of the atoms, in units of the elementary charge, are as follows: -0.05 -0.06 -0.07 -0.04 -0.06 -0.10 -0.27 -0.25 0.06 0.11 0.06 0.03 0.04 0.11 0.05 0.07 -0.01 0.12 0.08 0.08 0.07 0.00 0.03

---

It turns out model ii is the most stable, with the second structure 0.0544 hartree higher.